{"formula": "C66H129F8N7O24", "method": "ωB97M-V/def2-TZVPD", "species": ["H", "O", "H", "H", "H", "C", "C", "O", "C", "C", "O", "H", "C", "H", "N", "H", "H", "C", "H", "H", "F", "H", "H", "H", "H", "H", "C", "H", "C", "C", "O", "H", "C", "C", "C", "H", "H", "O", "C", "C", "C", "H", "H", "H", "H", "H", "H", "C", "C", "H", "H", "H", "C", "O", "C", "C", "N", "O", "F", "O", "C", "H", "H", "H", "H", "H", "H", "H", "F", "H", "H", "F", "H", "H", "C", "N", "C", "H", "H", "H", "H", "H", "C", "C", "H", "O", "C", "C", "F", "O", "O", "H", "H", "C", "C", "C", "H", "N", "C", "O", "H", "H", "C", "H", "H", "O", "C", "H", "H", "H", "C", "H", "F", "H", "O", "H", "H", "H", "H", "O", "H", "O", "C", "H", "F", "C", "C", "C", "N", "H", "H", "C", "C", "H", "H", "H", "H", "H", "C", "H", "H", "H", "H", "C", "H", "H", "H", "H", "O", "H", "H", "H", "C", "C", "H", "C", "H", "C", "C", "H", "H", "H", "C", "C", "H", "C", "H", "C", "C", "H", "H", "H", "C", "H", "H", "H", "H", "O", "H", "H", "C", "H", "H", "C", "H", "N", "H", "H", "H", "C", "C", "H", "O", "H", "F", "C", "H", "N", "C", "C", "H", "H", "H", "H", "H", "H", "H", "H", "C", "C", "H", "H", "H", "H", "H", "H", "O", "O", "C", "C", "C", "H", "C", "H", "H", "H", "H", "H", "H", "O", "H", "H", "O", "O"], "xyz": [[1.36, 0.81, 0.65], [-4.14, 0.16, -2.37], [0.55, -2.14, -0.29], [0.82, 6.42, -1.03], [-0.43, -6.61, -3.52], [-1.43, 1.00, -4.23], [1.59, 1.00, -5.61], [3.82, 1.31, 5.48], [0.11, 5.70, -1.42], [-2.32, 3.84, 7.60], [4.64, 4.75, -2.94], [4.36, 2.17, 2.89], [-4.48, 3.38, -1.43], [7.00, 0.09, 4.60], [3.60, 2.21, -6.54], [4.09, 2.42, 1.16], [-0.77, -8.15, 3.43], [6.32, -0.21, 3.78], [6.82, 1.41, -7.06], [-4.80, -1.29, 0.63], [-3.58, 4.64, 0.23], [4.49, 1.49, -8.36], [5.79, 1.63, -5.61], [-7.11, -4.85, 1.61], [-3.06, -4.17, -1.31], [1.44, -0.28, -0.62], [-1.23, 1.74, -0.24], [-2.43, -5.09, 2.05], [-3.99, -3.63, -1.33], [-0.01, 4.55, -3.39], [-4.85, 0.24, 3.32], [2.68, 1.83, -0.95], [2.66, -7.07, -5.01], [-3.19, 2.19, 6.00], [-1.25, -0.50, -4.05], [-4.90, 3.16, 6.98], [1.40, -2.34, -3.38], [5.23, -0.62, -2.73], [-5.67, 5.28, -1.71], [-4.67, -5.38, 3.85], [-7.76, -4.04, 1.29], [0.72, -6.50, -1.44], [-6.06, -1.85, 1.82], [-2.32, 4.87, 3.26], [6.25, 2.01, 0.21], [3.35, -4.05, -4.13], [-1.51, 3.38, 3.86], [-3.89, 0.60, 2.49], [7.58, 0.49, -0.39], [4.43, 4.98, 1.29], [-1.84, 5.18, 5.50], [-4.44, -4.51, 4.46], [2.72, 7.27, 1.76], [-1.14, 5.27, -3.30], [-0.96, 6.29, -2.27], [-6.70, -0.47, 0.21], [-2.33, 3.31, 6.25], [2.38, 8.43, 1.80], [2.68, -2.59, -5.31], [-2.71, 0.01, 2.87], [4.43, 0.25, 1.68], [-3.75, -7.27, 3.43], [-0.54, 1.59, -4.07], [3.84, -0.11, 0.84], [-1.88, -6.83, 2.06], [6.36, -1.29, 3.79], [-0.36, -5.97, 4.76], [-0.88, 2.46, -0.95], [6.58, 2.55, -2.78], [2.71, 0.53, -7.39], [-6.46, -0.41, -0.87], [-3.09, -2.16, 2.79], [6.68, 1.56, 2.68], [5.35, 0.14, 4.11], [4.76, 2.01, -7.42], [5.84, 0.14, 1.42], [-2.60, 4.41, 5.32], [-3.47, 3.12, -1.69], [-2.12, -0.67, 0.05], [1.08, 2.73, -0.82], [-2.13, -1.23, 4.35], [3.53, -7.71, -5.18], [0.22, -5.87, -4.00], [2.49, -5.43, -1.00], [-5.27, 1.60, 6.20], [-5.69, 4.95, -0.37], [1.97, 3.10, -8.40], [-1.29, -6.54, 4.80], [1.42, 4.89, 2.66], [3.86, 6.77, 2.34], [-6.34, 6.15, -2.23], [1.33, -0.03, -5.38], [-1.84, 6.54, -1.68], [-1.02, -0.63, 0.15], [-2.41, 4.00, 3.89], [-5.83, -1.61, 0.72], [-1.11, 1.63, 1.99], [-0.44, 0.54, -0.52], [2.68, 1.66, 5.25], [4.51, 2.77, -1.92], [-2.97, 1.37, 6.69], [3.24, -6.67, -2.99], [4.31, -1.27, -3.14], [-5.66, -5.77, 4.10], [0.52, -4.77, -1.68], [-4.89, 4.44, -2.35], [-4.32, -0.75, 4.25], [5.77, 4.05, -4.53], [-1.71, 4.73, 7.56], [-0.25, -4.35, 2.72], [-4.85, -3.72, -0.07], [2.43, -2.90, -2.06], [-0.44, 4.99, -0.41], [0.86, 3.67, 6.03], [0.82, 4.82, -2.31], [2.94, -6.36, -0.66], [3.32, 4.18, -7.19], [-0.76, -4.16, -3.12], [0.31, -6.27, -5.01], [-2.49, 1.29, -3.37], [-0.72, -2.03, -1.49], [3.77, 4.59, -0.85], [-0.91, 2.33, 1.18], [-3.58, 4.87, 5.53], [-0.41, 1.18, 4.48], [5.22, 2.53, -3.10], [-0.39, -5.35, 2.35], [-1.80, -5.82, 2.55], [1.48, -5.73, -3.29], [5.63, 0.17, -6.57], [-1.49, 3.24, 1.33], [6.21, 0.92, 0.20], [0.94, 3.04, 5.14], [-1.71, 3.31, 9.51], [-4.19, -0.35, 5.26], [-8.80, -4.41, 1.18], [1.30, 3.94, -8.49], [-5.18, 2.57, -1.43], [2.90, 0.93, -6.40], [-4.61, -3.90, -2.18], [7.79, 0.97, -1.35], [4.21, -0.38, 2.55], [2.25, 4.31, 0.87], [2.70, 3.27, -7.07], [3.53, 0.17, -5.99], [0.15, 2.56, 1.27], [-8.02, -2.60, -0.28], [-0.50, -0.68, -3.28], [-2.53, -0.90, -3.59], [-3.30, 4.17, 7.91], [-1.07, -1.00, -4.99], [7.77, 0.28, 2.30], [2.40, -2.39, -3.01], [-4.70, 2.51, 6.10], [2.87, 1.62, 2.14], [1.60, 1.82, -1.10], [-0.76, 2.57, 8.29], [-4.67, 4.00, -0.12], [3.79, 5.29, 2.12], [-1.43, -4.70, -4.67], [-1.97, -8.69, 4.56], [0.72, 1.43, -6.14], [-0.52, -4.55, -4.11], [2.33, 5.08, 1.64], [7.56, -0.55, -0.67], [-7.29, -3.38, -0.03], [-5.20, -4.76, 0.05], [0.98, 0.66, -0.36], [0.42, 1.66, 5.47], [-7.29, -4.10, -0.83], [2.63, 3.11, -9.27], [-4.93, 3.23, 0.61], [4.93, 3.76, -3.93], [1.93, 3.46, -6.28], [4.06, 3.71, -4.53], [0.39, 3.48, 4.31], [-5.06, -1.57, 4.15], [3.06, -1.14, -2.76], [1.80, -7.32, -5.60], [-3.66, -6.74, 5.14], [5.84, 1.24, -6.63], [-2.87, 1.87, 5.02], [2.28, -4.77, -0.15], [-1.79, 2.80, 8.55], [-1.67, -6.43, 5.82], [-5.96, -2.81, -0.11], [-7.79, -0.65, 0.32], [5.45, 0.73, -0.57], [1.87, -7.82, -3.10], [1.18, -5.62, -1.86], [-2.97, -1.10, 3.69], [-4.27, -3.47, 0.81], [2.27, 2.82, 4.72], [-3.18, 3.31, 3.48], [-1.80, 1.25, -5.51], [-3.15, 0.16, -3.01], [-2.44, 1.94, 8.53], [-2.23, -5.89, 3.95], [-0.52, -1.96, -0.43], [4.24, 4.12, -1.80], [3.12, -6.20, -5.45], [8.47, 0.74, 0.15], [5.09, 1.60, -3.58], [-5.02, 2.93, 5.13], [-3.65, -2.59, -1.45], [-0.34, -8.39, 5.17], [-1.09, -2.77, 0.00], [3.96, 4.82, 3.09], [-3.60, -6.42, 4.09], [-1.10, -8.05, 4.47], [-4.66, -5.12, 2.78], [1.35, 1.69, -2.17], [3.18, -4.85, -1.62], [1.72, 1.57, -4.66], [1.29, 2.24, -8.44], [-0.63, 7.16, -2.81], [1.98, 6.35, 1.15], [0.31, 3.89, -4.33], [3.24, -2.97, -4.11], [6.71, 0.48, 2.50], [2.30, -6.88, -3.53], [-7.83, -3.31, 2.10], [3.94, 1.70, 2.00], [-0.03, -3.69, -4.61], [-2.31, 1.52, -0.30], [-0.04, 1.56, 6.44], [-0.73, -0.69, 1.21], [0.40, -6.00, 2.76], [5.17, 3.00, -7.60], [1.62, 0.87, 5.52], [-0.23, -5.20, 1.28], [-6.46, 0.49, 0.69], [4.49, -2.31, -3.94], [-3.92, 1.33, 1.54]], "mulliken_charge": [-0.336, -0.389, 0.419, 0.257, 0.287, 1.422, -0.556, -0.633, 0.301, -0.648, -0.388, 0.681, 0.208, 0.413, 0.985, -0.199, 0.272, -0.961, 0.460, -0.634, -0.258, 0.352, -0.030, 0.208, 0.318, 0.311, 0.665, -0.398, -1.125, 0.108, -0.411, -0.204, -1.367, -0.432, 0.568, 0.316, -0.693, -0.494, 0.531, -0.846, -0.975, 0.661, -0.341, 0.729, -0.037, -0.024, -0.147, 0.023, -1.586, 0.236, 0.539, 0.207, 0.434, -0.324, -0.652, -1.475, 0.800, -0.587, -0.298, 0.186, -1.507, 0.352, -0.521, -0.106, 0.300, 0.304, 0.443, -0.785, -0.425, 0.316, 0.310, -0.162, 0.257, -0.040, -0.759, 0.329, -1.322, -0.231, -0.194, -0.991, 0.458, 0.422, -0.664, -1.616, 0.464, -0.461, -1.666, -0.805, -0.302, -0.406, -0.582, 0.147, 0.302, 0.343, -0.387, 1.283, -0.017, 2.012, 0.460, 0.522, 0.853, 0.356, 0.111, 0.460, -0.364, -0.410, -0.650, 0.423, 0.502, 0.313, 0.133, -0.373, -0.040, 0.219, 0.177, 0.428, 0.654, -0.062, 0.295, -0.228, -0.257, -0.365, -0.397, 0.358, 0.182, 0.711, -1.383, 0.331, 1.135, 0.302, 0.397, 0.510, 0.672, 0.452, 0.164, 0.446, 0.486, 0.128, -1.407, 0.337, 0.357, 0.704, -1.189, -0.106, 0.526, -0.460, 0.362, -0.752, -0.485, 0.389, 0.514, 0.390, 0.738, -1.638, -0.318, 1.516, 0.092, 1.340, -0.059, 0.616, 0.307, 0.565, -0.793, 1.969, 0.311, -0.836, 0.635, -1.070, 0.400, 0.491, 0.367, -0.161, -0.185, -0.147, 0.065, -0.418, 0.440, 0.451, 0.387, 0.529, -0.958, -0.446, 0.297, -1.051, 0.505, 0.563, 0.396, -0.406, 0.365, -0.263, -0.038, -0.608, -0.254, -0.076, -0.456, 0.300, 0.260, 0.217, -0.909, -0.223, 0.238, 0.478, -0.353, 0.298, 0.037, 0.409, 0.322, 0.294, -0.733, -1.061, -0.096, -0.269, 0.405, -0.116, 0.269, 0.320, -0.259, -0.444, 0.712, -0.177, -0.551, 0.214, 0.670, 0.002, 0.158, -0.247, -0.388, 0.390, 0.418, -0.324, 0.269, 0.300, -0.319, -0.045], "total_charge": 0, "max_force_ev_per_a": 3.9, "homo_energy_ha": -0.294, "orbital_gap_ev": 8.092, "lumo_ev": 0.1, "energy_ev": -151844.364}